[1]
{"formula": "C7H21N3Si", "method": "the ωB97M-V functional and the def2-TZVPD basis", "multiplicity": 1, "e_homo_ev": -6.76, "lumo_ha": 0.02752, "de_lowest_kcal_mol": 60.55, "charge": 0, "fmax_ha_per_bohr": 0.0757, "elements": ["C", "C", "C", "C", "C", "C", "C", "N", "N", "N", "Si", "H", "H", "H", "H", "H", "H", "H", "H", "H", "H", "H", "H", "H", "H", "H", "H", "H", "H", "H", "H", "H"], "xyz": [[2.454, -1.414, -0.996], [2.788, 0.625, 0.717], [-2.414, -1.797, -1.004], [-1.026, -1.008, 2.424], [-1.667, 2.091, 0.685], [-0.328, 2.146, -1.371], [2.061, 0.010, -0.474], [-1.016, -1.690, -1.359], [0.062, -0.858, 1.485], [-0.561, 1.565, -0.099], [0.228, 0.006, 0.030], [3.473, -1.465, -1.588], [2.651, -1.945, -0.023], [1.661, -1.889, -1.514], [2.364, 1.649, 1.053], [3.956, 0.698, 0.408], [2.630, -0.099, 1.507], [-2.570, -2.133, 0.037], [-2.822, -0.766, -1.204], [-2.955, -2.517, -1.786], [-2.070, -0.686, 1.959], [-1.119, -2.086, 2.510], [-1.026, -0.291, 3.307], [-2.699, 2.118, 0.169], [-1.961, 1.465, 1.581], [-1.435, 3.120, 1.045], [-0.316, 3.198, -1.218], [0.542, 1.732, -1.885], [-1.190, 2.016, -1.924], [2.329, 0.607, -1.285], [-0.678, -2.615, -1.399], [0.774, -1.433, 1.837]], "nbo_charge": [-0.603, -0.613, -0.414, -0.413, -0.413, -0.401, -0.719, -0.998, -1.137, -0.894, 2.108, 0.213, 0.190, 0.239, 0.230, 0.215, 0.200, 0.145, 0.170, 0.167, 0.190, 0.212, 0.193, 0.188, 0.214, 0.194, 0.185, 0.213, 0.184, 0.232, 0.323, 0.397]}

[2]
{"formula": "C6H14N3", "method": "the ωB97M-V functional and the def2-TZVPD basis", "multiplicity": 1, "e_homo_ev": [-13.23, -13.23], "lumo_ha": [-0.14983, -0.14983], "de_lowest_kcal_mol": 78.53, "charge": 1, "fmax_ha_per_bohr": 0.0800, "elements": ["C", "C", "C", "C", "C", "C", "N", "N", "N", "H", "H", "H", "H", "H", "H", "H", "H", "H", "H", "H", "H", "H", "H"], "xyz": [[2.006, 0.180, 0.182], [0.214, 1.676, 0.440], [-0.563, 0.355, 0.177], [-1.908, 0.349, 1.002], [-0.848, 0.193, -1.347], [-0.190, -2.045, 0.286], [0.271, -0.730, 0.736], [1.633, 1.412, 0.155], [3.136, -0.382, -0.022], [-0.196, 2.387, -0.367], [0.149, 1.960, 1.427], [-2.358, -0.528, 0.711], [-2.456, 1.293, 0.732], [-1.546, 0.242, 2.007], [0.088, 0.118, -1.938], [-1.429, 0.967, -1.824], [-1.468, -0.660, -1.574], [-0.182, -2.527, 1.268], [-1.170, -1.897, -0.162], [0.573, -2.503, -0.470], [1.885, 2.287, -0.298], [3.285, -1.380, 0.085], [3.979, 0.067, -0.421]], "nbo_charge": [0.674, -0.216, 0.106, -0.593, -0.669, -0.459, -0.327, -0.589, -0.756, 0.227, 0.224, 0.211, 0.237, 0.231, 0.212, 0.240, 0.228, 0.241, 0.221, 0.228, 0.455, 0.440, 0.433]}

[3]
{"formula": "C7H26O6", "method": "the ωB97M-V functional and the def2-TZVPD basis", "multiplicity": 1, "e_homo_ev": -9.89, "lumo_ha": 0.01625, "de_lowest_kcal_mol": 58.53, "charge": 0, "fmax_ha_per_bohr": 0.0757, "smiles": "CCO.CO.CO.CO.CO.CO", "elements": ["C", "C", "O", "H", "H", "H", "H", "H", "H", "C", "O", "H", "H", "H", "H", "C", "O", "H", "H", "H", "H", "C", "O", "H", "H", "H", "H", "C", "O", "H", "H", "H", "H", "C", "O", "H", "H", "H", "H"], "xyz": [[-1.790, -0.356, -2.226], [-1.797, 1.161, -2.001], [-0.999, 1.679, -0.998], [-2.134, -0.854, -1.339], [-0.803, -0.687, -2.456], [-2.452, -0.612, -3.077], [-2.819, 1.475, -1.798], [-1.423, 1.682, -2.908], [-0.888, 2.679, -1.049], [0.877, -1.033, 0.087], [1.390, -0.176, -0.901], [0.285, -1.800, -0.397], [0.180, -0.520, 0.763], [1.605, -1.478, 0.784], [0.720, 0.397, -1.115], [1.444, 2.747, -3.627], [0.355, 3.531, -4.061], [1.767, 2.079, -4.424], [1.257, 2.159, -2.719], [2.276, 3.403, -3.447], [0.092, 4.182, -3.366], [-2.197, -2.683, 0.812], [-3.548, -2.346, 0.520], [-1.557, -1.807, 0.737], [-1.777, -3.473, 0.172], [-2.169, -3.207, 1.781], [-3.892, -1.803, 1.279], [1.007, -2.317, 3.633], [0.644, -1.623, 4.766], [2.017, -2.055, 3.361], [0.345, -2.175, 2.755], [0.920, -3.421, 3.786], [1.170, -1.831, 5.506], [2.124, 1.646, 1.570], [1.083, 1.307, 2.465], [2.610, 0.749, 1.178], [2.904, 2.314, 1.985], [1.726, 2.100, 0.680], [1.446, 0.964, 3.287]], "nbo_charge": [-0.636, -0.058, -0.754, 0.217, 0.208, 0.226, 0.153, 0.164, 0.483, -0.266, -0.734, 0.158, 0.183, 0.175, 0.478, -0.248, -0.725, 0.187, 0.163, 0.162, 0.462, -0.263, -0.728, 0.172, 0.182, 0.167, 0.469, -0.242, -0.725, 0.158, 0.185, 0.155, 0.470, -0.249, -0.728, 0.168, 0.157, 0.181, 0.471]}

[4]
{"formula": "C3H11NOS2", "method": "the ωB97M-V functional and the def2-TZVPD basis", "multiplicity": 1, "e_homo_ev": -8.74, "lumo_ha": -0.17138, "de_lowest_kcal_mol": 127.58, "charge": 0, "fmax_ha_per_bohr": 0.0542, "elements": ["S", "S", "C", "C", "N", "C", "H", "H", "H", "H", "H", "H", "H", "H", "H", "H", "H", "O"], "xyz": [[-2.446, -1.540, 2.164], [2.284, 0.733, -2.131], [0.520, 0.346, -2.171], [0.078, -0.042, -0.747], [0.269, 1.083, 0.242], [-1.009, 1.875, 0.514], [2.650, -0.460, -2.644], [-0.115, 1.202, -2.555], [0.352, -0.515, -2.900], [0.675, -0.898, -0.372], [-1.114, -0.410, -0.691], [0.392, 0.664, 1.150], [-1.396, 2.316, -0.413], [-0.967, 2.668, 1.278], [-1.839, 1.216, 0.842], [0.560, -0.945, 2.668], [-0.381, -1.691, 1.799], [0.544, -1.362, 1.755]], "nbo_charge": [0.017, -0.012, -0.555, -0.231, -0.612, -0.435, 0.115, 0.221, 0.229, 0.234, 0.141, 0.369, 0.190, 0.205, 0.169, 0.460, 0.454, -0.959]}

[5]
{"formula": "C11H21O7PS2", "method": "the ωB97M-V functional and the def2-TZVPD basis", "multiplicity": 1, "e_homo_ev": -8.92, "lumo_ha": 0.01887, "charge": 0, "fmax_ha_per_bohr": 0.0831, "smiles": "CCOP(=O)(OCC)SCS[C@H](CC(=O)OC)C(=O)OC", "elements": ["C", "C", "O", "P", "O", "O", "C", "C", "S", "C", "S", "C", "C", "C", "O", "O", "C", "C", "O", "O", "C", "H", "H", "H", "H", "H", "H", "H", "H", "H", "H", "H", "H", "H", "H", "H", "H", "H", "H", "H", "H", "H"], "xyz": [[-0.046, -4.415, 0.424], [-0.072, -2.916, 0.670], [-1.391, -2.765, 1.208], [-2.136, -1.343, 1.178], [-2.487, -0.988, -0.171], [-3.528, -1.403, 2.062], [-4.582, -2.279, 1.673], [-4.456, -3.548, 2.438], [-0.597, -0.019, 1.945], [-1.103, 1.348, 0.831], [0.175, 2.747, 0.621], [1.697, 1.874, 0.324], [2.819, 2.970, 0.331], [2.919, 3.833, -0.947], [3.944, 3.736, -1.635], [1.823, 4.612, -1.141], [1.733, 5.427, -2.350], [1.848, 1.161, -1.049], [1.049, 1.605, -1.871], [2.732, 0.176, -1.266], [2.914, -0.300, -2.623], [-0.710, -4.829, -0.308], [-0.273, -4.862, 1.388], [1.001, -4.668, 0.182], [0.166, -2.361, -0.340], [0.579, -2.431, 1.408], [-4.409, -2.435, 0.635], [-5.539, -1.719, 1.710], [-5.185, -4.381, 2.077], [-4.577, -3.403, 3.501], [-3.409, -4.004, 2.325], [-2.156, 1.667, 1.158], [-1.161, 0.923, -0.156], [1.938, 1.116, 1.119], [2.627, 3.776, 1.135], [3.826, 2.438, 0.514], [2.399, 6.214, -2.200], [0.698, 5.885, -2.521], [2.083, 4.795, -3.254], [2.002, -0.780, -3.057], [3.681, -0.956, -2.588], [3.167, 0.503, -3.383]], "nbo_charge": [-0.624, -0.066, -0.841, 2.228, -1.121, -0.805, -0.073, -0.639, -0.110, -0.654, 0.289, -0.464, -0.505, 0.796, -0.600, -0.514, -0.260, 0.777, -0.603, -0.502, -0.253, 0.226, 0.212, 0.208, 0.191, 0.198, 0.190, 0.197, 0.219, 0.216, 0.225, 0.258, 0.253, 0.247, 0.252, 0.256, 0.186, 0.210, 0.208, 0.197, 0.191, 0.203]}

[6]
{"formula": "C2H6O2S", "method": "the ωB97M-V functional and the def2-TZVPD basis", "multiplicity": 1, "e_homo_ev": -9.65, "lumo_ha": 0.02733, "de_lowest_kcal_mol": 68.27, "charge": 0, "fmax_ha_per_bohr": 0.0930, "elements": ["C", "C", "O", "O", "S", "H", "H", "H", "H", "H", "H"], "xyz": [[-0.983, -0.905, -1.331], [-1.139, 0.018, -0.381], [1.730, 0.753, -0.034], [0.213, 0.804, 2.153], [1.267, 0.105, 1.459], [-1.640, -1.762, -1.157], [-0.520, -0.793, -2.283], [1.014, 0.590, -0.565], [-1.906, -0.183, 0.469], [-0.550, 0.923, -0.393], [2.514, 0.449, 2.063]], "nbo_charge": [-0.403, -0.404, -0.869, -0.927, 1.314, 0.199, 0.204, 0.476, 0.231, 0.171, 0.007]}

[7]
{"formula": "C29H29N2S5SiSn", "method": "the ωB97M-V functional and the def2-TZVPD basis", "multiplicity": 2, "e_homo_ev": [-1.05, -1.31], "lumo_ha": [0.16743, 0.16565], "de_lowest_kcal_mol": 1.89, "charge": -2, "fmax_ha_per_bohr": 0.0052, "elements": ["Sn", "S", "C", "C", "C", "C", "C", "C", "S", "C", "C", "C", "C", "C", "C", "C", "S", "C", "C", "C", "C", "C", "C", "S", "N", "H", "H", "H", "H", "H", "H", "H", "H", "H", "H", "H", "H", "H", "H", "H", "S", "C", "C", "Si", "C", "C", "N", "C", "C", "C", "C", "C", "C", "H", "H", "H", "H", "H", "H", "H", "H", "H", "H", "H", "H", "H", "H"], "xyz": [[1.111, -0.402, 0.023], [1.333, 2.250, 1.299], [1.878, 3.522, 0.239], [2.206, 4.759, 0.842], [2.688, 5.837, 0.135], [2.881, 5.749, -1.244], [2.565, 4.554, -1.863], [2.054, 3.461, -1.161], [1.723, 1.995, -2.109], [0.137, 2.391, -2.881], [-1.135, 1.854, -2.243], [-2.328, 2.210, -2.880], [-3.512, 2.084, -2.115], [-3.501, 1.473, -0.908], [-2.266, 0.758, -0.473], [-2.065, 0.841, 1.047], [-1.144, -0.614, 1.611], [-0.553, -0.087, 3.205], [-1.427, 0.516, 4.100], [-1.003, 0.894, 5.363], [0.314, 0.639, 5.731], [1.177, 0.019, 4.850], [0.776, -0.367, 3.563], [1.908, -1.183, 2.507], [-1.033, 1.202, -1.109], [2.070, 4.833, 1.914], [2.923, 6.756, 0.663], [3.276, 6.582, -1.813], [2.712, 4.437, -2.931], [0.185, 2.050, -3.919], [0.068, 3.481, -2.915], [-2.308, 2.768, -3.806], [-4.437, 2.521, -2.481], [-4.396, 1.365, -0.309], [-3.028, 0.883, 1.557], [-1.473, 1.731, 1.265], [-2.451, 0.699, 3.798], [-1.686, 1.383, 6.046], [0.674, 0.934, 6.711], [2.205, -0.168, 5.134], [-2.943, -1.446, -2.167], [-2.294, -0.722, -0.941], [-0.124, -5.525, -0.814], [0.641, -4.180, 0.279], [-0.563, -3.940, 1.694], [2.200, -4.943, 1.048], [0.900, -2.751, -0.622], [1.390, -2.769, -1.899], [0.950, -1.821, -2.855], [1.457, -1.783, -4.140], [2.417, -2.695, -4.564], [2.856, -3.647, -3.653], [2.368, -3.681, -2.359], [-0.279, -6.444, -0.243], [0.501, -5.758, -1.676], [-1.092, -5.186, -1.190], [-0.734, -4.910, 2.171], [-1.520, -3.556, 1.342], [-0.170, -3.256, 2.444], [1.925, -5.631, 1.853], [2.826, -4.160, 1.478], [2.797, -5.499, 0.321], [0.157, -1.137, -2.576], [1.080, -1.033, -4.827], [2.808, -2.664, -5.574], [3.606, -4.374, -3.950], [2.760, -4.415, -1.665]], "mulliken_spin": [0.001, 0.003, 0.001, -0.001, 0.000, 0.000, 0.002, -0.002, 0.000, -0.001, 0.028, 0.010, 0.040, 0.008, 0.079, -0.018, 0.019, 0.018, -0.001, 0.001, 0.000, -0.001, 0.000, 0.007, 0.014, 0.000, 0.000, 0.000, 0.000, -0.001, 0.000, 0.002, 0.004, 0.001, -0.007, 0.004, 0.001, 0.000, 0.000, 0.000, 0.304, 0.471, -0.004, 0.001, 0.005, 0.000, -0.005, -0.014, -0.011, 0.001, 0.001, 0.000, -0.002, 0.000, 0.000, 0.005, 0.000, -0.002, 0.000, 0.000, 0.000, 0.000, 0.038, 0.000, 0.000, 0.000, 0.000]}

[8]
{"formula": "C4H10BNO", "method": "the ωB97M-V functional and the def2-TZVPD basis", "multiplicity": 1, "e_homo_ev": -9.04, "lumo_ha": 0.01881, "de_lowest_kcal_mol": 67.55, "charge": 0, "fmax_ha_per_bohr": 0.0920, "smiles": "CNB1[C@H]2C[C@@H]12.O", "elements": ["C", "N", "B", "C", "C", "C", "H", "H", "H", "H", "H", "H", "H", "H", "O", "H", "H"], "xyz": [[2.252, 0.725, 0.131], [1.535, -0.502, -0.383], [0.193, -0.781, -0.301], [-1.115, -0.451, 0.485], [-2.073, -1.197, -0.358], [-0.792, -1.920, -0.082], [3.245, 0.777, -0.357], [1.669, 1.565, -0.139], [2.479, 0.644, 1.108], [2.087, -1.234, -0.781], [-1.181, -0.176, 1.544], [-3.052, -1.276, 0.010], [-2.272, -0.761, -1.318], [-0.798, -2.761, 0.520], [-0.868, 2.851, -0.064], [-0.295, 2.286, -0.638], [-1.016, 2.212, 0.622]], "nbo_charge": [-0.378, -0.837, 0.706, -0.475, -0.408, -0.444, 0.195, 0.196, 0.190, 0.398, 0.224, 0.217, 0.191, 0.222, -0.926, 0.461, 0.468]}